Entry from the Open Molecules 2025 dataset: a structure of composition C6H13AuN2O5 (ωB97M-V with the def2-TZVPD basis set).

Last column: Löwdin charge in e.
CARTESIAN COORDINATES (ANGSTROEM)
Au: 0.37 0.11 0.24  0.7977
O: -3.79 1.28 0.65  0.2144
C: -2.77 0.60 0.20  -0.4587
O: -1.68 0.66 0.74  0.0112
C: -3.21 -0.27 -0.96  0.0228
O: -2.10 -0.93 -1.60  0.0650
C: -2.08 -0.92 -2.84  0.2613
C: 0.67 2.20 -2.75  -0.3960
O: 0.61 2.40 -3.88  0.2515
O: 0.73 1.99 -1.60  0.1085
H: -3.58 1.83 1.42  0.1843
H: -3.78 0.34 -1.66  0.1632
H: -3.88 -1.02 -0.56  0.1837
H: -2.90 -0.47 -3.39  0.1620
H: -1.36 -1.60 -3.30  0.1625
N: 2.52 0.11 0.40  -0.0777
C: 3.05 -1.18 -0.12  -0.2162
C: 2.26 -2.31 0.54  -0.2262
N: 0.83 -2.16 0.16  -0.0819
H: 2.93 0.91 -0.06  0.0972
H: 2.75 0.20 1.39  0.1037
H: 4.11 -1.28 0.09  0.1295
H: 2.92 -1.20 -1.20  0.1184
H: 2.33 -2.23 1.62  0.1260
H: 2.65 -3.28 0.24  0.1265
H: 0.22 -2.73 0.73  0.0928
H: 0.67 -2.41 -0.81  0.0746

Its charge is +2. Its spin multiplicity is 1. The max |F| comes out at 1.5 eV/Å. The highest occupied orbital energy comes out at -0.5382 Eh. Its HOMO-LUMO gap is 4.70 eV. For the LUMO energy, the calculation gives -9.9 eV.



Entry from the Open Molecules 2025 dataset: a structure of composition C26H22MnN8O2S2Se (ωB97M-V with the def2-TZVPD basis set).

Last column: Löwdin charge in e.
CARTESIAN COORDINATES (ANGSTROEM)
Mn: 0.01 0.06 0.07  0.5178
C: 3.38 3.57 2.63  0.0138
C: 2.29 2.75 3.20  -0.3283
N: 2.08 2.50 4.45  0.1252
N: 0.96 1.70 4.46  0.0350
C: 0.49 1.44 3.23  -0.7837
S: -0.80 0.51 2.74  0.7460
N: 1.34 2.12 2.42  -0.0749
N: 1.21 2.12 1.04  0.1118
H: 3.97 4.00 3.44  0.0919
H: 2.97 4.37 2.01  0.0886
H: 4.04 2.94 2.02  0.0768
H: 0.55 1.41 5.32  0.1514
H: 2.13 2.23 0.64  0.1055
H: 0.68 2.95 0.76  0.0165
O: 5.09 -0.06 5.55  0.1278
C: 5.64 -0.16 4.32  -0.4799
O: 6.83 -0.11 4.19  0.1319
C: 4.70 -0.31 3.17  -0.1244
C: 5.20 -0.04 1.89  -0.0019
C: 4.37 -0.04 0.79  0.0005
C: 3.01 -0.35 0.92  -0.2662
C: 2.55 -0.74 2.18  -0.0294
C: 3.37 -0.70 3.28  -0.0065
N: 2.07 -0.24 -0.12  0.0091
C: 2.46 -0.18 -1.35  -0.0394
C: 1.49 -0.05 -2.39  -0.2326
C: 1.86 -0.05 -3.74  0.0018
C: 0.89 0.00 -4.71  -0.0394
C: -0.44 0.07 -4.31  -0.0136
C: -0.74 0.12 -2.96  -0.1221
N: 0.19 0.06 -2.02  0.0456
H: 4.13 -0.01 5.50  0.0896
H: 6.25 0.22 1.80  0.1283
H: 4.79 0.25 -0.17  0.1084
H: 1.52 -1.06 2.27  0.0795
H: 2.95 -0.99 4.24  0.1236
H: 3.50 -0.28 -1.62  0.1293
H: 2.91 -0.11 -3.99  0.1187
H: 1.15 -0.01 -5.76  0.1151
H: -1.24 0.11 -5.04  0.1168
H: -1.76 0.22 -2.62  0.1169
S: -4.07 -1.78 0.01  1.0013
C: -4.32 -0.08 -0.01  -0.4167
C: -3.15 0.62 0.00  -0.2394
C: -1.98 -0.20 0.02  -0.3387
C: -2.35 -1.53 0.04  -0.5398
C: -1.40 -2.60 0.08  -0.2752
C: -1.73 -3.96 0.00  -0.0218
C: -0.72 -4.90 0.00  -0.0585
C: 0.60 -4.48 0.09  -0.0656
C: 0.85 -3.13 0.19  -0.1255
N: -0.11 -2.20 0.19  0.0696
H: -5.33 0.30 -0.02  0.0629
H: -3.14 1.70 0.01  0.0482
H: -2.77 -4.24 -0.07  0.0967
H: -0.96 -5.96 -0.08  0.1104
H: 1.42 -5.18 0.09  0.1018
H: 1.87 -2.77 0.29  0.0980
Se: -1.03 3.18 -1.38  0.5130
C: -0.19 4.47 -0.47  -0.9885
N: 0.44 5.22 0.17  -0.0130

Its charge is 0. Its spin multiplicity is 2. The max |F| comes out at 1.6 eV/Å. The highest occupied orbital energy (spin up / spin down) comes out at -0.2602 / -0.2602 Eh. Its HOMO-LUMO gap (spin up / spin down) is 5.21 / 5.19 eV. For the LUMO energy (spin up / spin down), the calculation gives -1.9 / -1.9 eV.



Entry from the Open Molecules 2025 dataset: a cluster of 2 separate species, C13H18N2O7 in total (ωB97M-V with the def2-TZVPD basis set).

Last column: Löwdin charge in e.
CARTESIAN COORDINATES (ANGSTROEM)
C: -1.13 -1.94 -2.65  -0.2881
C: -0.42 -3.30 -2.77  -0.5014
C: -0.38 -0.86 -3.43  -0.1117
C: -1.15 0.44 -3.48  -0.2430
C: -2.14 0.65 -4.44  -0.0372
C: -0.93 1.45 -2.55  -0.0438
C: -2.89 1.82 -4.48  -0.0206
C: -1.67 2.63 -2.56  -0.0092
C: -2.65 2.81 -3.53  -0.3270
C: 1.33 0.00 4.48  -0.3075
C: 1.78 0.22 3.04  -0.5016
C: 2.04 1.00 5.41  -0.0493
C: 3.47 0.60 5.68  -0.5229
H: -0.55 -1.21 -0.82  0.0920
H: -2.14 -1.00 -1.12  0.0945
H: -2.12 -2.09 -3.11  0.1624
H: -0.19 -1.25 -4.44  0.1233
H: 0.60 -0.71 -2.97  0.1292
H: -2.33 -0.12 -5.19  0.1204
H: -0.15 1.33 -1.79  0.1116
H: -3.65 1.96 -5.24  0.1143
H: -1.49 3.42 -1.84  0.1198
H: -3.98 3.99 -4.24  0.1067
H: -1.05 -3.53 -1.03  0.0922
H: 1.24 -2.03 4.25  0.0802
H: 1.09 -1.52 5.81  0.0927
H: 0.26 0.28 4.46  0.1584
H: 1.53 1.04 6.37  0.1297
H: 2.02 1.99 4.95  0.1328
H: 5.05 0.12 4.82  0.1362
H: 2.14 -0.67 1.45  0.1339
N: -1.37 -1.65 -1.23  0.0504
N: 1.58 -1.36 4.93  0.0715
O: 0.17 -3.65 -3.76  0.1071
O: -3.34 3.99 -3.51  0.0517
O: -0.56 -4.08 -1.69  0.1071
O: 1.94 1.30 2.54  0.1107
O: 3.96 0.48 6.78  0.1069
O: 4.16 0.41 4.55  0.1162
O: 1.89 -0.93 2.35  0.1113

Its charge is 0. Its spin multiplicity is 1. The max |F| comes out at 0.5 eV/Å. The highest occupied orbital energy comes out at -0.3240 Eh. Its structure (SMILES) is N[C@@H](Cc1ccc(O)cc1)C(=O)O.N[C@@H](CC(=O)O)C(=O)O. Its HOMO-LUMO gap is 8.92 eV. For the LUMO energy, the calculation gives 0.1 eV.



Entry from the Open Molecules 2025 dataset: the ion C3H8N2 with charge -1 (ωB97M-V with the def2-TZVPD basis set).

Last column: Löwdin charge in e.
CARTESIAN COORDINATES (ANGSTROEM)
C: 0.64 -1.55 -0.32  -0.1764
C: 0.85 -0.25 -0.99  -0.4037
N: -0.39 0.61 1.57  -0.0181
C: -1.01 0.68 0.32  -0.5861
N: -0.34 0.69 -0.82  -0.0683
H: -0.37 -1.78 -0.50  0.0419
H: 0.63 -1.37 0.80  0.0676
H: 1.41 -2.24 -0.55  0.0462
H: 1.02 -0.21 -2.07  0.0757
H: 1.68 0.24 -0.54  0.0453
H: 0.58 0.55 1.45  -0.0180
H: -0.61 1.51 1.88  -0.0568
H: -2.08 0.89 0.18  0.0508

Its charge is -1. Its spin multiplicity is 2. The max |F| comes out at 3.4 eV/Å. The highest occupied orbital energy (spin up / spin down) comes out at 0.0480 / -0.1324 Eh. Its HOMO-LUMO gap (spin up / spin down) is 3.20 / 7.94 eV. For the LUMO energy (spin up / spin down), the calculation gives 4.5 / 4.3 eV.



Entry from the Open Molecules 2025 dataset: an isolated molecule of C16H22ClN3O5S (ωB97M-V with the def2-TZVPD basis set).

Last column: Löwdin charge in e.
CARTESIAN COORDINATES (ANGSTROEM)
C: -0.04 4.90 -5.53  -0.0659
C: 1.26 4.60 -4.82  -0.2278
H: 1.63 5.48 -4.27  0.1256
H: 2.04 4.29 -5.52  0.1286
O: 1.03 3.54 -3.89  -0.0149
C: 2.07 3.25 -3.08  -0.5383
O: 3.12 3.85 -3.10  0.0935
N: 1.82 2.20 -2.26  -0.0367
C: 2.77 1.85 -1.23  -0.1235
H: 3.00 0.78 -1.31  0.1278
C: 2.21 2.18 0.15  -0.1066
H: 2.10 3.26 0.24  0.1295
H: 2.89 1.83 0.93  0.1140
C: 0.84 1.52 0.36  -0.3734
N: 0.93 0.08 0.52  -0.0813
S: 1.52 -0.49 1.98  0.6572
O: 1.41 0.55 2.95  -0.2729
O: 2.79 -1.13 1.76  -0.2900
C: 0.30 -1.76 2.33  -0.2793
C: -0.98 -1.39 2.67  -0.0422
C: -1.94 -2.36 2.92  0.0193
C: -1.61 -3.71 2.84  -0.2285
C: -0.29 -4.05 2.50  -0.5648
C: 0.66 -3.09 2.24  -0.0794
H: 1.68 -3.34 1.99  0.1121
Cl: 0.16 -5.73 2.39  0.7274
N: -2.51 -4.73 3.08  0.1006
C: -3.85 -4.64 3.38  -0.5005
O: -4.46 -3.60 3.48  0.0806
C: -4.47 -6.00 3.58  0.0046
H: -5.53 -5.89 3.79  0.0857
H: -4.35 -6.61 2.68  0.0860
H: -3.99 -6.52 4.41  0.0870
H: -2.11 -5.66 3.01  0.0832
H: -2.94 -2.09 3.18  0.1057
H: -1.22 -0.34 2.74  0.1196
H: 1.42 -0.36 -0.24  0.0975
C: -0.11 1.88 -0.79  -0.1094
H: -0.33 2.95 -0.74  0.1252
C: 0.53 1.56 -2.14  -0.1329
H: 0.67 0.48 -2.24  0.1258
H: -0.11 1.90 -2.96  0.1243
H: -1.04 1.32 -0.68  0.1181
H: 0.42 1.88 1.31  0.1341
H: 3.68 2.41 -1.42  0.1269
H: 0.11 5.70 -6.25  0.0765
H: -0.80 5.20 -4.82  0.0761
H: -0.39 4.01 -6.06  0.0756

Its charge is 0. Its spin multiplicity is 1. The max |F| comes out at 0.8 eV/Å. The highest occupied orbital energy comes out at -0.3333 Eh. Its structure (SMILES) is CCOC(=O)N1CCC(NS(=O)(=O)c2ccc(NC(C)=O)c(Cl)c2)CC1. Its HOMO-LUMO gap is 9.50 eV. For the LUMO energy, the calculation gives 0.4 eV.



Question: Look up the spin multiplicity of the fourth one.
Answer: 2